{
  "formula": "C3H5NO2",
  "method": "ωB97M-V/def2-TZVPD",
  "elements": ["H", "N", "C", "C", "O", "H", "H", "C", "O", "H", "H"],
  "coordinates": [[-1.626, 0.127, 2.105], [-1.589, 0.494, 1.152], [-0.404, 0.845, 0.875], [-0.102, 1.416, -0.486], [-0.033, 0.752, -1.494], [0.451, 0.772, 1.560], [0.080, 2.509, -0.520], [0.804, -1.729, -0.803], [0.960, -1.660, 0.394], [-0.142, -2.072, -1.262], [1.600, -1.454, -1.522]],
  "forces_ev_per_angstrom": [[-0.1, 0.0, -0.1], [0.4, 0.1, 0.0], [-0.3, -0.2, 0.0], [0.1, -0.2, -0.4], [-0.1, 0.3, 0.5], [-0.1, 0.1, -0.1], [0.0, -0.1, 0.0], [0.0, 0.0, 0.3], [0.0, -0.1, -0.6], [0.1, 0.0, 0.2], [-0.1, 0.0, 0.2]],
  "orbital_gap_ev": 10.53,
  "multiplicity": 1,
  "lumo_ha": 0.0185,
  "homo_energy_ev": -10.0,
  "smiles": "[H]/N=C/C=O.C=O"
}